[1]
Formula: C3H5N3O
Source: the Open Molecules 2025 dataset
Level of theory: ωB97M-V/def2-TZVPD

2S+1: 1
frontier orbital gap: 10.1 eV
HOMO level: -9.54 eV
SMILES string: [H]/N=N\CCN=C=O

```
12
Properties=species:S:1:pos:R:3:forces:R:3
N 1.480510 -0.074844 -0.023479 0.6256 -0.3908 -1.3255
C -0.549509 0.365869 -2.833501 0.7992 -0.3712 -2.9233
C 0.361166 0.555476 0.551185 -0.7165 3.8691 -3.1609
N -0.591466 0.552845 -1.681268 -1.0765 -0.1605 2.8820
H -1.736311 0.735292 0.103659 0.2373 -0.6281 -0.6659
N 2.039211 -0.947287 0.613474 1.3380 -0.4827 -0.5919
H -0.967210 -0.932782 -0.090588 -0.5529 0.5171 -1.0658
H 0.254158 0.290533 1.570357 -0.4127 0.1116 1.3712
H 0.574763 1.731049 0.258240 -0.7859 -2.6932 1.4656
C -0.900181 0.150736 -0.337805 1.5534 0.7161 1.7451
O -0.374892 0.291972 -3.998543 -0.4528 -0.0459 0.7378
H 1.628569 -1.008347 1.528418 -0.5563 -0.4416 1.5316
```
Positions in Å, forces in eV/Å.

[2]
Formula: C6H14O2
Source: the Open Molecules 2025 dataset
Level of theory: ωB97M-V/def2-TZVPD

2S+1: 1
frontier orbital gap: 9.5 eV
HOMO level: -9.18 eV
SMILES string: C=C(C)C(=C)C.O.O

```
22
Properties=species:S:1:pos:R:3:forces:R:3
O 1.514965 3.819712 -1.427361 -1.7722 -0.5622 -0.2226
H -1.997299 -1.140415 -1.168768 -0.1680 -0.3156 0.6090
H 0.109207 -3.975261 0.437661 0.0002 -0.0256 0.1378
O -1.598357 3.734734 -1.667768 0.0728 -0.9669 -1.0730
H 2.596389 -0.858808 0.700301 -0.0001 -0.6330 -0.4252
C -0.660807 -1.328294 0.600245 -0.2006 -1.0291 -0.5593
H 0.569947 3.525218 -1.526945 0.9329 0.9512 0.5659
H -2.353959 -0.203536 1.257531 0.1621 -0.3394 -0.6779
H -1.496974 3.129997 -2.443562 -0.1868 0.8050 0.8519
C 0.626354 -1.994376 0.913973 1.5659 0.5989 0.3209
C -1.428421 -0.733254 1.495774 -1.2051 0.8309 0.3558
C -0.971057 -1.396349 -0.876709 -0.7360 1.5763 -0.5900
H 1.303453 -0.062830 1.470977 0.2212 -0.0779 0.5664
C 0.870708 -3.289932 0.796267 -0.4723 -0.2657 -0.3780
H -0.715287 -2.313754 -1.391674 0.2919 -0.1800 0.2591
H -2.483025 3.526068 -1.343881 0.1268 0.0823 0.1094
H 1.847565 -3.709756 0.998516 0.0117 0.0639 0.0610
C 1.760170 -1.051371 1.366674 -1.0428 0.2910 0.2396
H -1.322535 -0.637359 2.567024 0.9645 -0.4341 0.0833
H -0.453046 -0.552468 -1.357102 0.4978 -0.4139 -0.0680
H 1.931775 3.092268 -1.878226 0.8275 -0.3198 -0.2281
H 2.144792 -1.435494 2.311287 0.1086 0.3638 0.0621
```
Positions in Å, forces in eV/Å.

[3]
Formula: C4H10PtS4Se2
Source: the Open Molecules 2025 dataset
Level of theory: ωB97M-V/def2-TZVPD

total charge: +2
2S+1: 1
frontier orbital gap (alpha / beta): 5.8 / 5.8 eV
HOMO level (alpha / beta): -15.91 / -15.91 eV

```
21
Properties=species:S:1:pos:R:3:forces:R:3
H -1.598355 -2.971602 0.517266 -0.0097 -0.0528 0.0238
H -1.570099 -2.546629 2.275552 0.0095 0.0586 0.0018
C -0.737818 0.962322 -2.430337 0.0055 -0.1293 -0.0012
H -2.426193 0.345076 1.533206 0.0716 -0.0385 0.0505
C -1.786999 0.348800 0.651517 -0.1098 -0.0976 -0.4086
H -1.531116 1.660700 -2.690857 -0.0046 -0.0187 -0.0216
H -0.034440 0.879533 -3.254895 0.0222 0.0178 0.0159
H -0.138773 -3.286078 1.500780 0.0114 0.0139 0.0106
Se 0.202909 1.772724 -0.942274 -0.0980 0.1573 0.0938
H -2.357707 -0.014772 -0.200016 -0.0154 0.0206 0.0009
S 4.984152 -0.809604 0.924093 0.0706 -0.0307 0.0565
S 3.372615 1.255389 -0.947694 0.0304 0.1865 -0.0059
Se -0.297742 -0.855830 1.001599 -0.0043 0.4221 1.3355
S 5.152541 0.699435 -0.301844 0.0409 -0.0023 -0.0726
Pt 1.733122 0.127963 0.061215 0.0496 -0.1416 -0.5779
S 3.094196 -1.187743 1.304504 -0.1408 -0.2293 0.0740
C -1.208252 1.721857 0.419192 -0.0267 0.0305 0.0085
H -0.744716 2.134904 1.314315 0.0056 0.0052 -0.0047
H -1.131516 -0.014935 -2.169438 0.0244 -0.0038 0.0099
C -0.998729 -2.637488 1.357294 0.0466 -0.1695 -0.5513
H -1.977080 2.415977 0.076821 0.0210 0.0017 -0.0378
```
Positions in Å, forces in eV/Å.

We obtain relative energy (zero: lowest compared OMol25 entry of this formula, charge and spin) values of 75.3; 53.6; 0.0 kcal per mole for the records listed above, in that order.
We obtain largest force on an atom values of 5.05; 1.87; 1.40 eV Å⁻¹ for the records listed above, in that order.